No. 1
Computed, not measured: a 8-piece molecular cluster, C23H66N6O8 overall at a distorted geometry, with wB97M-V/def2-TZVPD.

Each line ends with the Löwdin charge.
Atoms and positions in Å:
H1 2.32414 -3.41253 0.41700  0.10
C1 -1.97330 1.15751 0.79094  -0.09
N1 -2.26989 -1.31779 -1.65182  0.19
H2 -4.50019 2.03001 0.59281  0.05
H3 -3.76804 2.55085 -3.61507  0.08
C2 1.83459 -3.19091 1.37787  -0.32
H4 -2.53183 1.71244 -2.71162  0.06
H5 2.44865 1.19281 5.18853  0.08
N2 5.39652 -1.66788 0.70563  0.04
H6 3.12580 -1.74005 1.67676  0.06
H7 -7.60170 0.82200 2.03063  0.05
H8 4.40660 0.41913 -0.55167  0.10
O1 -6.79138 -1.32825 0.76015  -0.18
C3 -3.65928 0.43573 -4.04946  -0.28
C4 -6.40380 1.06719 0.40298  -0.43
H9 2.81017 2.02651 -5.22203  0.13
H10 -1.97924 -0.05652 4.13279  0.09
C5 -5.35474 2.03473 -0.09444  -0.06
N3 -6.90715 1.50234 1.72813  0.04
H11 -4.16705 0.46787 -5.01394  0.12
N4 0.44483 1.01423 -4.83657  0.05
H12 -3.08186 -1.13518 -2.21323  0.06
C6 3.91089 -0.52540 -0.82598  -0.06
C7 -0.97348 -0.42469 4.38935  -0.11
O2 -0.15910 -0.35587 0.76933  -0.11
H13 -0.28337 1.30527 2.08376  0.10
N5 0.45370 3.33488 6.86081  0.03
H14 1.25436 3.87084 7.16096  0.06
C8 0.80343 2.46607 5.72365  -0.45
H15 2.15668 1.39635 6.97158  0.08
C9 2.31720 -4.22914 2.37507  -0.08
H16 7.01319 -2.65102 -3.95378  0.09
H17 1.82033 -4.12657 3.34032  0.07
H18 -5.45862 0.12251 -3.39969  0.09
H19 0.09527 1.68478 0.42647  0.10
C10 2.18335 1.87373 5.99089  -0.06
H20 2.22033 -5.22585 1.94578  0.08
C11 4.86293 1.80234 -3.44782  -0.13
H21 -0.02203 -1.73817 -0.67126  0.05
C12 -6.72273 -1.73147 2.11310  -0.11
H22 6.67651 -0.90781 -4.06390  0.08
C13 1.23484 1.69350 -3.80258  -0.42
H23 -2.31727 2.15612 1.06631  0.08
C14 4.79670 -1.72979 -0.65976  -0.42
H24 0.76255 -3.26834 1.21226  0.11
H25 -1.05983 -1.00001 5.31914  0.09
H26 -4.97394 1.76527 -1.08212  0.06
C15 -0.23455 1.38518 5.65987  -0.24
H27 5.93412 -0.80548 0.77053  0.08
H28 6.09403 -2.40641 0.79460  0.07
C16 -3.01518 1.75569 -3.68822  -0.08
H29 3.38001 -4.07168 2.59221  0.07
O3 5.28962 -2.02000 -2.97476  -0.18
H30 -1.23649 1.84533 5.66314  0.13
H31 -2.89409 -0.34271 -4.12323  0.09
H32 6.35847 -0.77506 -1.73879  0.13
H33 2.90707 0.50511 -4.35273  0.13
H34 -0.64885 -1.07126 3.57488  0.08
C17 2.67783 1.58133 -4.22742  -0.23
H35 -6.15485 1.48452 2.41141  0.07
O4 -4.58883 0.00891 -3.00696  -0.12
C18 -5.84927 -0.35528 0.35829  -0.21
H36 0.69348 -0.59319 1.16554  0.05
H37 4.17715 -2.62825 -0.70673  0.13
O5 -0.03530 0.61686 4.50478  -0.20
N6 -0.26037 -2.42176 -1.37591  0.16
H38 1.27944 1.79606 -1.59441  0.07
H39 5.68524 -2.07173 -4.96651  0.09
H40 -0.32902 3.94794 6.68860  0.07
H41 -5.69272 -1.89230 2.46470  0.09
H42 -4.91473 -0.47165 0.92245  0.12
H43 -2.51720 0.42784 1.39856  0.07
H44 3.63931 -0.35975 -1.86852  0.06
H45 0.95228 2.75057 -3.80993  0.14
H46 -2.30831 2.07269 -4.45646  0.07
H47 -2.23647 0.96525 -0.25072  0.05
C19 -1.30054 -2.09823 -2.22322  -0.67
H48 6.59807 -2.55502 -1.49326  0.13
H49 -0.06688 0.90822 -2.26088  0.06
O6 3.53328 2.16055 -3.26966  -0.17
H50 0.85281 3.04877 4.79580  0.14
H51 0.51731 -2.89967 -1.79509  0.09
C20 5.87399 -1.76346 -1.72837  -0.23
H52 5.14793 0.87365 -2.94573  0.05
C21 -0.49579 1.00505 1.05250  -0.29
H53 -5.62980 -0.56883 -0.69397  0.11
H54 -7.24456 -2.68328 2.16855  0.09
H55 -2.24749 -1.07926 -0.67796  0.07
H56 -5.73584 3.05276 -0.16320  0.08
C22 0.99778 1.11958 -2.40441  -0.05
H57 1.52943 0.17509 -2.27262  0.06
H58 5.18609 1.71161 -4.49698  0.09
H59 0.59771 0.01080 -4.76047  0.08
H60 -0.14277 0.75743 6.55649  0.13
O7 2.16932 -1.86624 1.75790  -0.11
H61 2.91063 2.68513 6.07864  0.07
C23 6.21218 -1.90184 -4.02895  -0.11
H62 5.47983 2.62441 -3.07151  0.09
H63 -7.15914 -0.99204 2.79422  0.07
H64 -0.53645 1.15447 -4.61949  0.03
O8 -1.34826 -2.43955 -3.38871  0.02
H65 -7.28250 1.08741 -0.24953  0.14
H66 3.03805 -0.52607 -0.17468  0.06

No. 2
Computed, not measured: a 2-piece molecular cluster, C6H14O2 overall at a distorted geometry, with wB97M-V/def2-TZVPD.

Each line ends with the Löwdin charge.
Atoms and positions in Å:
H1 1.28569 0.71385 2.45364  0.08
H2 0.28232 -2.20600 -1.38413  0.09
H3 -0.03884 2.35766 -0.56213  0.07
H4 1.13770 -2.10981 0.12259  0.08
C1 1.49351 0.08137 1.59180  -0.06
O1 0.30980 0.40607 -1.91173  0.08
H5 -3.41230 -1.31385 -0.51368  0.07
C2 1.05158 -1.64302 -0.85220  -0.01
H6 -0.76713 0.00760 0.61175  0.14
H7 0.12292 2.47204 1.18610  0.08
O2 -1.61655 -0.75387 0.28671  -0.25
C3 -2.90326 -0.41627 -0.13762  -0.22
H8 1.99791 -1.75860 -1.38954  0.10
H9 1.24890 -0.94378 1.86745  0.07
H10 -2.90851 0.31808 -0.95695  0.07
H11 2.56719 0.13248 1.39394  0.09
C4 0.69501 -0.19565 -0.76403  -0.34
C5 0.67129 0.55323 0.40491  -0.37
H12 0.14755 -0.25806 -2.59258  0.12
H13 1.56332 2.51786 0.16789  0.09
C6 0.57747 2.06183 0.28322  -0.05
H14 -3.50558 -0.02314 0.69458  0.07

No. 3
Computed, not measured: an isolated molecule of C5H7N at a distorted geometry, with wB97M-V/def2-TZVPD.

Each line ends with the Löwdin charge.
Atoms and positions in Å:
C1 0.16294 0.07191 -0.14755  -0.35
C2 -0.86906 -0.35719 -1.15129  -0.06
C3 0.29561 -0.79499 1.07566  -0.09
H1 2.30402 4.02015 0.27339  0.02
C4 1.64080 3.58451 -0.51815  0.02
H2 -1.08838 -1.34743 -0.64154  0.08
H3 0.72413 -0.24665 1.94289  0.08
H4 -0.65676 -1.32512 1.27527  0.08
N1 1.30457 2.36752 -0.33062  -0.06
H5 -0.63915 -0.39383 -2.23421  0.09
C5 0.81462 1.21778 -0.25478  -0.02
H6 -1.77375 0.27030 -1.07562  0.09
H7 1.22918 -1.57106 1.00139  0.13

No. 4
Computed, not measured: an isolated molecule of C5H10O, with wB97M-V/def2-TZVPD.

Each line ends with the Löwdin charge.
Atoms and positions in Å:
H1 0.70293 -1.35135 1.28379  0.10
O1 -1.69477 0.15182 0.94831  -0.03
H2 2.13965 0.91984 0.01702  0.10
H3 1.22674 0.88966 1.52055  0.10
C1 1.18804 0.61293 0.46337  -0.17
H4 -0.83678 -1.96115 -0.47757  0.11
H5 1.82544 -1.44040 -0.07367  0.10
H6 0.27579 1.61536 -1.25362  0.11
C2 -1.07834 0.22386 -0.33190  -0.40
H7 -2.27635 -0.61901 0.95532  0.09
C3 -0.00354 1.30230 -0.24004  -0.15
C4 -0.26383 -1.03739 -0.62886  -0.15
H8 0.05464 -1.01848 -1.67923  0.12
H9 -1.82768 0.44353 -1.10677  0.14
H10 -0.37883 2.18111 0.29189  0.11
C5 0.94690 -0.91262 0.31140  -0.18

Going through the records in order, we get HOMO-LUMO gap values of 9.579, 8.792, 8.400, 11.201 eV.
Going through the records in order, we get ΔE to the lowest compared entry with this formula, charge and spin values of 0.0000, 2.7324, 4.5609, 0.1140 eV.
Going through the records in order, we get E_HOMO values of -0.32874, -0.29925, -0.29449, -0.37620 Ha.